The following is a quantum chemistry calculation of a molecular structure, C6H15KO3 at a distorted geometry, from the OMol25 dataset.

Values from the calculation:
* highest occupied orbital energy: 0.90 eV
* total charge: -2
* maximum force: 3.59 eV/A
* Kohn-Sham gap: 0.1141 Eh
* LUMO level: 4.00 eV

Each line ends with the Mulliken charge.
Atoms and positions in Å:
K (1.004, -0.641, 1.246)  0.767
C (2.464, -1.505, -1.918)  -0.912
C (1.045, -1.594, -2.408)  -0.493
O (0.108, -1.285, -1.444)  -0.753
H (2.762, -2.106, -1.059)  0.195
H (2.621, -0.439, -1.757)  0.137
H (3.218, -1.737, -2.670)  0.443
H (0.842, -2.604, -2.762)  0.242
H (0.966, -1.025, -3.334)  0.175
C (0.750, 3.570, -1.495)  -1.228
C (0.863, 2.600, -0.309)  -0.170
O (-0.112, 1.612, -0.226)  -0.717
H (0.966, 3.113, -2.461)  0.229
H (1.435, 4.416, -1.442)  0.406
H (-0.264, 3.969, -1.507)  0.281
H (0.981, 3.131, 0.636)  0.211
H (1.825, 2.118, -0.485)  0.122
C (-2.991, -1.005, 3.441)  -1.051
C (-2.331, -1.936, 2.382)  -0.389
O (-1.903, -1.242, 1.230)  -0.688
H (-3.250, -1.573, 4.335)  0.401
H (-3.958, -0.712, 3.032)  0.264
H (-2.424, -0.107, 3.686)  0.205
H (-3.086, -2.713, 2.262)  0.208
H (-1.532, -2.305, 3.024)  0.115